{"formula": "C5H11N4S4", "method": "wB97M-V/def2-TZVPD", "e_tot_ev": -54653.686, "e_above_lowest_kj_mol": 207.29, "homo_ev": [-11.1, -11.1], "mol_weight_g_mol": 255.439, "homo_lumo_gap_ev": [7.264, 7.265], "charge": 1, "spin_multiplicity": 1, "symbols": ["C", "C", "C", "C", "C", "N", "N", "N", "N", "S", "S", "S", "S", "H", "H", "H", "H", "H", "H", "H", "H", "H", "H", "H"], "positions_angstrom": [[0.310, -1.223, -1.080], [0.798, -0.280, 1.061], [-0.539, 1.674, -1.224], [0.480, 1.235, 0.934], [-1.454, -1.409, 0.404], [-0.379, -1.524, -2.175], [0.681, -0.670, 2.452], [-0.160, -1.075, 0.115], [0.714, 1.698, -0.466], [-0.779, 1.265, -2.873], [1.455, 2.121, 2.160], [-1.829, -0.787, -2.753], [1.785, 0.313, 3.256], [1.409, -1.280, -1.099], [1.944, -0.487, 0.806], [-1.172, 2.326, -0.764], [-0.532, 1.524, 1.260], [-1.622, -2.540, 0.031], [-1.647, -1.286, 1.438], [-2.197, -0.877, -0.280], [0.262, -1.785, -2.914], [-0.147, -0.635, 2.914], [1.473, 1.127, -0.970], [1.147, 2.574, -0.234]]}

---

{"formula": "C5H11N6O2", "method": "wB97M-V/def2-TZVPD", "e_tot_ev": -18386.466, "e_above_lowest_kj_mol": 617.82, "smiles": "C=NCN1CNC(N(O)N=O)=[NH+]C1", "homo_ev": -13.2, "mol_weight_g_mol": 187.183, "homo_lumo_gap_ev": 8.992, "charge": 1, "spin_multiplicity": 1, "symbols": ["C", "N", "C", "N", "C", "N", "C", "N", "O", "N", "O", "N", "C", "H", "H", "H", "H", "H", "H", "H", "H", "H", "H", "H"], "positions_angstrom": [[1.650, -2.351, 0.823], [1.027, -1.276, 0.806], [1.668, -0.009, 0.613], [0.821, 0.909, -0.126], [0.192, 0.673, -1.392], [-1.179, 0.049, -1.151], [-1.929, 0.391, -0.141], [-3.277, -0.045, -0.160], [-3.645, -0.785, -1.325], [-4.065, 0.046, 0.903], [-5.155, -0.462, 0.828], [-1.459, 1.100, 0.906], [-0.054, 1.585, 0.847], [0.970, -3.151, 0.878], [2.686, -2.338, 0.733], [2.540, -0.228, -0.015], [1.963, 0.629, 1.621], [0.681, -0.088, -1.931], [-0.219, 1.617, -2.024], [-1.636, -0.399, -1.923], [-4.253, -1.416, -0.886], [-1.850, 0.799, 1.779], [0.063, 2.593, 0.581], [0.208, 1.465, 1.942]]}